Record 1
DFT (ωB97M-V/def2-TZVPD) results for an isolated molecule of C4H4N2O.

Values from the calculation:
Orbital gap in eV: 8.422
HOMO energy in eV: -7.924
Energy relative to the best compared isomer or geometry (same formula, charge and spin) in kcal/mol: 44.59
Structure (SMILES): O=C=C1C=NCN1

Geometry as ORCA input:
```
! RIJCOSX wB97M-V def2-TZVPD def2/J DEFGRID3
* xyz 0 1
O -3.107 -0.588 -0.950
C -1.988 -0.372 -0.679
C -0.747 -0.091 -0.341
C -0.158 1.248 -0.235
N 1.033 1.226 0.212
C 1.388 -0.154 0.480
N 0.314 -1.010 -0.074
H -0.642 2.179 -0.521
H 1.514 -0.281 1.567
H 2.348 -0.381 0.008
H 0.046 -1.776 0.533
*
```

Record 2
DFT (ωB97M-V/def2-TZVPD) results for the ion C5H8N with charge +1 in a non-equilibrium geometry.

Values from the calculation:
Orbital gap in eV: 10.492
HOMO energy in eV: -15.711
Energy relative to the best compared isomer or geometry (same formula, charge and spin) in kcal/mol: 96.89
Structure (SMILES): C=[N+]1CC12CC2

Geometry as ORCA input:
```
! RIJCOSX wB97M-V def2-TZVPD def2/J DEFGRID3
* xyz 1 1
C -2.039 0.847 0.157
N -1.085 -0.005 -0.096
C -0.719 -1.396 -0.152
C 0.274 -0.254 -0.018
C 1.520 0.120 -0.760
C 1.378 0.431 0.697
H -1.706 1.870 0.380
H -3.041 0.391 0.054
H -0.556 -2.076 -1.091
H -1.116 -1.869 0.810
H 1.752 1.028 -1.329
H 2.144 -0.771 -1.046
H 1.951 0.151 1.591
H 1.244 1.531 0.805
*
```

Record 3
DFT (ωB97M-V/def2-TZVPD) results for a structure of composition C25H53O22PS in a non-equilibrium geometry.

Values from the calculation:
Orbital gap in eV: 10.240
HOMO energy in eV: -9.754

Geometry as ORCA input:
```
! RIJCOSX wB97M-V def2-TZVPD def2/J DEFGRID3
* xyz 0 1
C -4.650 -4.997 -2.783
C -4.522 -3.705 -3.587
C -4.845 -3.823 -5.080
C -3.958 -2.955 -5.964
C -4.360 -1.486 -6.036
C -4.072 -0.663 -4.764
C -2.813 0.198 -4.783
O -1.752 -0.341 -3.936
S -0.919 -1.490 -4.695
O -0.376 -0.968 -5.905
O 0.386 -1.455 -3.599
P 1.505 -2.482 -4.177
O 0.918 -3.769 -4.518
H -4.728 -5.863 -3.431
H -3.790 -5.160 -2.141
H -5.517 -4.991 -2.136
H -3.548 -3.260 -3.426
H -5.250 -3.016 -3.164
H -5.903 -3.675 -5.272
H -4.650 -4.855 -5.364
H -2.925 -3.102 -5.672
H -4.036 -3.349 -6.975
H -3.794 -1.034 -6.849
H -5.400 -1.382 -6.322
H -4.888 0.046 -4.658
H -4.067 -1.262 -3.866
H -3.039 1.158 -4.342
H -2.461 0.397 -5.788
H 2.065 -1.909 -5.320
H 2.449 -2.571 -3.149
C -4.507 -8.477 2.246
O -3.375 -7.686 2.621
C -3.165 -6.627 1.837
O -3.831 -6.299 0.891
O -2.086 -5.991 2.289
C -1.737 -4.821 1.539
H -4.558 -9.295 2.958
H -5.423 -7.893 2.300
H -4.379 -8.879 1.244
H -2.541 -4.088 1.573
H -1.510 -5.081 0.507
H -0.852 -4.404 2.009
C -5.283 -1.469 5.774
O -5.863 -2.645 5.204
C -5.094 -3.731 5.271
O -3.990 -3.787 5.752
O -5.762 -4.741 4.721
C -5.077 -5.998 4.732
H -6.012 -0.675 5.649
H -5.083 -1.614 6.834
H -4.367 -1.200 5.254
H -4.883 -6.316 5.754
H -4.147 -5.938 4.177
H -5.737 -6.716 4.258
C 2.107 4.021 0.045
O 1.967 2.621 0.308
C 1.202 1.971 -0.572
O 0.648 2.460 -1.522
O 1.155 0.692 -0.208
C 0.349 -0.135 -1.060
H 2.745 4.428 0.824
H 2.578 4.185 -0.922
H 1.140 4.519 0.082
H 0.730 -0.145 -2.075
H -0.686 0.207 -1.049
H 0.389 -1.142 -0.654
C 5.053 8.845 2.651
O 4.975 7.664 1.846
C 5.914 6.758 2.107
O 6.782 6.861 2.937
O 5.725 5.721 1.293
C 6.660 4.649 1.459
H 4.237 9.487 2.333
H 4.933 8.601 3.704
H 5.999 9.358 2.489
H 6.597 4.237 2.464
H 7.674 4.983 1.251
H 6.381 3.886 0.740
C 12.440 8.412 -1.935
O 11.844 7.623 -0.903
C 10.681 8.097 -0.455
O 10.129 9.094 -0.844
O 10.236 7.277 0.495
C 8.984 7.665 1.072
H 13.369 7.917 -2.202
H 11.791 8.458 -2.807
H 12.656 9.416 -1.575
H 8.202 7.681 0.313
H 9.067 8.641 1.547
H 8.740 6.928 1.824
C -3.499 -2.097 4.194
O -2.238 -1.773 3.598
C -2.098 -0.485 3.276
O -2.922 0.376 3.446
O -0.893 -0.320 2.735
C -0.595 1.023 2.336
H -3.484 -3.162 4.407
H -3.638 -1.549 5.124
H -4.313 -1.878 3.504
H -0.615 1.693 3.193
H -1.297 1.362 1.575
H 0.403 1.009 1.920
*
```

Record 4
DFT (ωB97M-V/def2-TZVPD) results for a structure of composition C4H4Br9Cl3 in a non-equilibrium geometry.

Values from the calculation:
Orbital gap in eV: 10.047
HOMO energy in eV: -10.145
Energy relative to the best compared isomer or geometry (same formula, charge and spin) in kcal/mol: 0.00

Geometry as ORCA input:
```
! RIJCOSX wB97M-V def2-TZVPD def2/J DEFGRID3
* xyz 0 1
C -1.688 1.408 -1.768
Br -2.053 1.093 -3.652
Br -3.195 0.960 -0.716
Br -0.779 3.085 -1.609
H -0.949 0.612 -1.657
C -0.222 -3.247 5.653
Br 0.666 -2.898 7.209
Br -0.311 -1.808 4.420
Br -1.934 -3.902 5.915
H 0.340 -3.901 5.035
C 1.305 2.286 -4.687
Br 2.682 3.628 -4.766
Br 1.920 0.595 -4.030
Br 0.291 2.108 -6.291
H 0.502 2.662 -4.076
C 0.731 -0.566 1.025
Cl -0.584 -1.509 0.417
Cl 0.178 0.704 2.098
Cl 1.823 0.007 -0.206
H 1.277 -1.316 1.686
*
```